Here is a molecular structure, C6H16Br2CrN3O7 from the Open Molecules 2025 dataset. Energies are from ωB97M-V with the def2-TZVPD basis set.

CARTESIAN COORDINATES (ANGSTROEM)
Cr -8.10 11.23 6.09
C -6.72 10.15 3.58
O -6.76 11.03 4.68
H -6.97 9.13 3.90
H -7.42 10.43 2.80
H -5.71 10.18 3.17
Br -6.08 10.62 -0.13
C -7.80 11.56 0.03
C -8.04 12.55 -1.07
Br -6.56 13.80 -1.31
H -7.74 12.04 1.01
H -8.58 10.81 0.04
H -8.96 13.10 -0.85
H -8.20 12.15 -2.07
C -3.05 11.27 5.27
N -3.15 10.14 6.28
O -3.46 10.45 7.41
O -2.80 9.03 5.95
H -4.06 11.65 5.12
H -2.61 10.79 4.40
H -2.42 11.99 5.77
C -3.14 7.90 2.88
N -1.67 7.71 2.99
O -0.92 8.56 2.56
O -1.32 6.66 3.49
H -3.59 7.45 3.76
H -3.46 7.46 1.94
H -3.31 8.97 2.93
C -5.74 8.04 6.93
N -6.29 9.07 7.85
O -6.16 8.91 9.01
O -6.93 10.01 7.34
H -4.74 7.75 7.24
H -5.74 8.30 5.88
H -6.31 7.15 7.22

Calculated values
Total charge: +1
2S+1: 5
E_HOMO (alpha / beta): -12.1 / -12.1 eV
Strongest force on any atom: 0.0661 hartree/bohr

Atom charges from the natural (NBO) analysis, given in e for atoms 1 to 4: atom 1 (Cr): 1.5156, atom 2 (C): -0.2571, atom 3 (O): -0.8569, atom 4 (H): 0.1579